Here is C23H32ClNRu as an isolated structure from the Open Molecules 2025 dataset. Energies are from ωB97M-V/def2-TZVPD.

Structure (XYZ):
```
58
Properties=species:S:1:pos:R:3:mulliken_charge:R:1
C -0.591 -0.320 -5.999 1.266
C 0.782 0.187 -5.974 -1.206
C -0.834 -1.728 -6.318 -1.207
C -1.709 0.624 -6.008 -1.205
Cl -0.738 -0.843 -2.133 -0.358
H -0.848 -1.891 -7.411 0.377
H -1.803 -2.069 -5.927 0.369
H -0.049 -2.377 -5.905 0.365
H 1.127 0.450 -6.990 0.380
H 1.482 -0.561 -5.577 0.362
H 0.865 1.095 -5.359 0.368
H -1.918 0.983 -7.032 0.381
H -1.495 1.509 -5.392 0.367
H -2.632 0.160 -5.633 0.365
C 0.714 -1.987 1.697 -0.181
C 0.093 -3.107 1.058 -1.151
C 0.531 -3.127 -0.309 -0.109
H -0.487 -3.869 1.557 0.672
C 1.437 -2.038 -0.496 -1.363
C 1.551 -1.349 0.720 0.361
H 2.210 -0.511 0.870 0.489
H 0.650 -1.763 2.755 0.398
H 0.322 -3.901 -1.028 0.478
H 1.978 -1.782 -1.393 0.499
C -2.723 -0.280 1.271 -0.373
C -2.504 -1.612 1.707 -0.840
C -2.795 -2.483 0.597 -0.454
H -2.322 -1.898 2.731 0.508
C -3.133 -1.673 -0.524 -0.335
C -3.058 -0.309 -0.116 -0.533
H -3.296 0.541 -0.738 0.446
H -2.684 0.584 1.913 0.714
H -2.884 -3.559 0.653 0.522
H -3.471 -2.020 -1.491 0.493
Ru -0.828 -1.302 0.150 0.009
C 1.162 1.452 4.903 -0.688
N 2.393 1.372 4.087 -0.053
C 3.419 0.498 4.735 -0.835
C 2.099 0.877 2.657 -1.134
C 1.024 1.665 1.974 1.156
C 1.154 3.077 2.138 -0.974
C 0.114 3.945 1.782 -0.452
C -1.020 3.440 1.150 -1.025
C -1.029 2.072 0.803 0.226
C -0.038 1.204 1.200 0.373
H 0.710 0.456 4.909 0.298
H 0.485 2.181 4.471 0.316
H 1.457 1.744 5.908 0.396
H 2.780 2.321 3.995 0.371
H 2.987 -0.502 4.808 0.358
H 4.315 0.479 4.117 0.345
H 3.635 0.894 5.722 0.376
H 3.060 0.974 2.149 0.400
H 1.878 -0.177 2.781 0.225
H 2.087 3.468 2.563 0.331
H 0.199 5.014 2.020 0.403
H -1.912 4.059 0.943 0.417
H -1.899 1.715 0.261 0.299
```

Its spin multiplicity is 5. As for the total charge: +2. The molar mass comes out at 459.039 g mol⁻¹. The gap between HOMO and LUMO (alpha / beta) is 0.1481 / 0.2217 Eh. The calculation puts the total energy at -40943.633 eV. The expectation value of S² is 6.04.

Here is C23H32FKN3O2 as an isolated structure from the Open Molecules 2025 dataset. Energies are from ωB97M-V/def2-TZVPD.

Structure (XYZ):
```
62
Properties=species:S:1:pos:R:3:mulliken_charge:R:1
C 2.182 2.482 1.725 -1.535
C 2.403 3.248 0.402 -0.350
C 2.970 2.385 -0.722 -1.446
C 1.977 1.551 -1.543 0.362
C 0.929 2.407 -2.268 -1.750
C 1.467 0.340 -0.786 -0.461
C 0.396 0.311 0.053 0.824
C -0.413 1.556 0.286 -0.918
C -1.702 1.683 -0.517 -1.560
O -2.586 2.459 0.308 -0.322
C -3.503 3.244 -0.354 0.682
C -4.525 2.510 -1.167 -0.893
O -3.494 4.434 -0.179 -0.561
C 0.038 -0.869 0.785 0.910
C -1.083 -0.828 1.788 -2.031
C -2.503 -1.022 1.228 -0.203
C -3.393 -1.739 2.225 -0.576
F -3.250 -1.138 3.479 -0.324
C 0.727 -2.030 0.604 0.282
C 0.392 -3.343 1.263 -1.368
C -0.179 -4.392 0.327 0.682
C -0.934 -3.957 -0.906 -1.226
N -0.003 -5.602 0.647 -0.741
C 1.838 -2.032 -0.278 1.148
N 2.527 -3.191 -0.452 -0.545
C 3.563 -3.165 -1.231 -0.509
C 3.975 -1.974 -1.879 -0.464
N 3.331 -0.855 -1.742 -0.514
C 2.228 -0.857 -0.944 0.055
H 2.876 2.807 2.499 0.532
H 1.187 2.653 2.105 0.307
H 2.323 1.414 1.605 0.271
H 1.507 3.771 0.064 0.623
H 3.133 4.035 0.612 0.426
H 3.543 3.007 -1.408 0.514
H 3.687 1.696 -0.271 0.496
H 2.590 1.149 -2.340 0.741
H 0.509 3.217 -1.674 0.392
H 1.400 2.871 -3.134 0.482
H 0.133 1.776 -2.655 0.363
H 0.178 2.442 0.071 -0.104
H -0.715 1.624 1.327 0.626
H -2.132 0.711 -0.757 0.227
H -1.525 2.215 -1.451 0.873
H -4.906 3.173 -1.936 0.363
H -5.338 2.207 -0.512 0.289
H -4.127 1.611 -1.630 0.282
H -0.925 -1.615 2.519 0.906
H -1.038 0.087 2.370 0.700
H -2.454 -1.632 0.326 0.238
H -2.973 -0.067 1.000 0.075
H -3.124 -2.789 2.330 0.290
H -4.443 -1.659 1.953 0.364
H 1.304 -3.781 1.659 0.472
H -0.279 -3.208 2.104 0.442
H -1.928 -4.399 -0.904 0.412
H -0.410 -4.336 -1.783 0.380
H -1.002 -2.879 -1.012 0.135
H -0.448 -6.229 -0.023 0.281
H 4.121 -4.081 -1.376 0.463
H 4.855 -1.984 -2.509 0.476
K 1.044 4.575 2.677 1.016
```

As for the total charge: +1. The molar mass comes out at 440.624 g mol⁻¹. The gap between HOMO and LUMO is 0.2705 Eh. The calculation puts the total energy at -51972.251 eV.

Here is C23H32HfI2N7O as an isolated structure from the Open Molecules 2025 dataset. Energies are from ωB97M-V/def2-TZVPD.

Structure (XYZ):
```
66
Properties=species:S:1:pos:R:3:mulliken_charge:R:1
Hf -0.266 0.152 -0.370 2.235
N -1.235 -0.413 1.793 -0.635
C -1.972 0.708 2.449 -0.654
C -2.768 1.424 1.389 -0.746
N -1.871 1.815 0.260 -0.529
C -1.156 3.120 0.475 -0.707
C 0.303 2.901 0.805 -0.408
N 0.961 2.125 -0.293 -0.591
H -0.398 -0.615 2.341 0.171
H -1.796 -1.259 1.872 0.330
H -2.625 0.344 3.242 0.482
H -1.238 1.364 2.917 0.268
H -3.531 0.757 0.979 0.412
H -3.283 2.297 1.790 0.475
H -2.477 1.966 -0.540 0.315
H -1.256 3.710 -0.438 0.369
H -1.638 3.682 1.275 0.481
H 0.801 3.856 0.970 0.546
H 0.420 2.318 1.718 -0.179
H 1.044 2.718 -1.116 0.305
H 1.914 1.911 0.002 0.290
N -1.628 -1.668 -0.906 -0.783
C -1.956 -1.966 -2.350 -0.812
C -0.734 -2.441 -3.112 -0.211
C 0.322 -1.380 -3.358 -0.624
N 0.864 -0.838 -2.075 -0.437
H -1.096 -2.470 -0.553 0.210
H -2.503 -1.702 -0.384 0.352
H -2.370 -1.058 -2.789 0.281
H -2.733 -2.728 -2.372 0.542
H -1.067 -2.817 -4.079 0.483
H -0.294 -3.300 -2.593 -0.080
H -0.082 -0.561 -3.951 0.299
H 1.148 -1.812 -3.924 0.477
H 1.660 -0.244 -2.310 0.398
H 1.291 -1.648 -1.549 0.039
I 2.600 1.021 3.148 0.168
C 2.949 -0.829 2.260 -0.320
C 3.967 -1.622 2.834 -0.266
C 4.220 -2.878 2.359 -0.450
I 5.717 -3.987 3.266 0.223
C 3.453 -3.391 1.270 1.065
C 3.627 -4.691 0.740 -0.619
C 2.847 -5.120 -0.294 -1.213
C 1.885 -4.241 -0.810 0.045
N 1.675 -3.026 -0.348 -0.260
C 2.451 -2.586 0.686 0.190
C 2.216 -1.278 1.199 -0.288
O 1.201 -0.549 0.641 0.902
H 4.535 -1.229 3.666 0.394
H 4.386 -5.336 1.163 0.240
H 2.960 -6.109 -0.714 0.449
H 1.273 -4.556 -1.651 0.338
N -1.013 1.253 -2.306 -0.382
C -1.370 1.778 -3.273 0.683
C -1.809 2.422 -4.460 0.301
C -1.109 3.542 -4.928 -0.445
C -1.553 4.166 -6.077 -0.766
C -2.674 3.678 -6.742 -0.360
C -3.364 2.563 -6.273 -0.776
C -2.937 1.925 -5.126 -0.410
H -0.236 3.909 -4.405 0.440
H -1.028 5.031 -6.458 0.435
H -3.015 4.173 -7.642 0.436
H -4.232 2.198 -6.803 0.439
H -3.467 1.060 -4.747 0.439
```

As for the total charge: +3. The molar mass comes out at 854.855 g mol⁻¹. The gap between HOMO and LUMO is 0.2469 Eh. The energy relative to the best compared isomer or geometry (same formula, charge and spin) comes out at 0.809 eV. The calculation puts the total energy at -54338.080 eV.

Here is C23H32N2O9PPr as an isolated structure from the Open Molecules 2025 dataset. Energies are from ωB97M-V/def2-TZVPD.

Structure (XYZ):
```
68
Properties=species:S:1:pos:R:3:mulliken_charge:R:1
Pr 1.100 -0.833 -0.562 0.077
O -1.651 -2.617 0.375 -0.637
C -2.244 -1.315 0.219 3.083
C -1.307 -0.539 -0.644 0.295
O -0.925 -1.062 -1.767 -0.792
O -0.671 0.502 -0.116 -0.337
C -3.619 -1.391 -0.404 -0.401
C -4.132 -0.321 -1.139 -0.203
C -5.416 -0.408 -1.670 -0.968
C -6.188 -1.553 -1.487 -0.457
C -5.663 -2.625 -0.764 -0.903
C -4.392 -2.544 -0.209 -0.405
C -2.314 -0.698 1.610 0.209
C -2.595 0.670 1.739 -0.210
C -2.518 1.274 2.979 -0.958
C -2.181 0.528 4.117 -0.695
C -1.949 -0.839 3.991 -0.434
C -2.021 -1.456 2.742 -1.014
H -1.566 -3.012 -0.510 0.595
H -3.555 0.579 -1.325 0.367
H -5.823 0.429 -2.230 0.392
H -7.189 -1.606 -1.903 0.401
H -6.239 -3.525 -0.633 0.420
H -3.992 -3.371 0.360 0.507
H -2.814 1.272 0.860 0.291
H -2.713 2.334 3.090 0.414
H -2.118 0.995 5.086 0.444
H -1.718 -1.429 4.872 0.427
H -1.868 -2.524 2.672 0.486
N 0.922 -1.618 1.773 -0.043
N 0.978 -3.004 1.526 -0.230
C 1.326 -3.619 0.283 0.539
O 1.726 -4.778 0.317 -0.708
O 1.130 -2.946 -0.842 -0.514
H 1.745 -1.294 2.306 0.503
H 0.068 -1.453 2.327 0.098
H 1.321 -3.524 2.328 0.265
C 3.318 -1.010 -2.864 -1.524
C 2.736 0.392 -2.929 1.531
C 1.445 0.422 -3.720 -1.464
C 3.754 1.395 -3.433 -1.805
O 2.372 0.840 -1.557 0.396
P 3.387 0.624 -0.219 0.679
O 4.713 1.207 -0.439 -0.981
O 3.255 -0.885 0.125 -0.704
O 2.395 1.235 0.843 -0.022
C 2.109 2.687 1.112 1.926
C 3.319 3.522 0.758 -1.849
C 1.824 2.734 2.598 -1.709
C 0.892 3.082 0.301 -1.172
H 3.609 -1.278 -3.879 0.651
H 2.610 -1.814 -2.571 0.416
H 4.189 -1.089 -2.216 0.323
H 1.648 0.174 -4.762 0.524
H 0.948 1.396 -3.667 0.271
H 0.713 -0.335 -3.376 0.318
H 4.052 1.088 -4.436 0.494
H 4.619 1.437 -2.780 0.390
H 3.319 2.396 -3.511 0.325
H 4.203 3.185 1.291 0.403
H 3.099 4.554 1.036 0.512
H 3.551 3.487 -0.303 0.286
H 2.663 2.372 3.179 0.399
H 0.944 2.149 2.860 0.283
H 1.614 3.753 2.907 0.418
H 1.091 3.014 -0.780 0.097
H 0.643 4.122 0.524 0.571
H 0.031 2.462 0.544 0.114
```

Its spin multiplicity is 3. The molar mass comes out at 652.396 g mol⁻¹. The gap between HOMO and LUMO (alpha / beta) is 0.3509 / 0.3505 Eh. The calculation puts the total energy at -69142.174 eV. The expectation value of S² is 2.00.

Here is one molecule with the formula C23H32N4O2 from the Open Molecules 2025 dataset. Energies are from ωB97M-V/def2-TZVPD.

Structure (XYZ):
```
61
Properties=species:S:1:pos:R:3:mulliken_charge:R:1
C -0.070 5.183 0.910 -1.508
H -0.275 6.137 1.392 0.419
C 0.937 4.378 1.722 -0.112
H 0.544 4.234 2.729 0.247
C 1.196 3.015 1.063 -1.271
N 2.313 2.221 1.546 1.216
C 3.640 2.742 1.242 -0.840
H 4.357 2.164 1.829 0.558
C 4.022 2.602 -0.239 -0.891
H 3.295 3.115 -0.868 0.274
H 4.989 3.085 -0.386 0.405
C 4.128 1.141 -0.679 -0.799
N 2.858 0.478 -0.529 0.041
C 2.241 -0.178 -1.530 0.606
O 2.776 -0.365 -2.617 -0.798
C 0.891 -0.655 -1.158 0.239
C 0.304 -0.575 0.088 -1.188
C -0.975 -1.137 -0.026 0.611
C -1.141 -1.553 -1.351 0.334
N 0.003 -1.256 -2.024 -0.189
C 0.280 -1.511 -3.413 -1.227
H 0.215 -2.580 -3.624 0.386
H 1.295 -1.175 -3.624 0.371
H -0.416 -0.963 -4.051 0.375
C -2.368 -2.176 -1.756 1.319
C -2.659 -2.625 -3.048 -0.690
C -3.861 -3.224 -3.353 -0.987
C -4.814 -3.391 -2.360 -0.851
C -4.561 -2.955 -1.078 -0.254
C -3.350 -2.340 -0.741 0.010
N -3.141 -1.908 0.556 -0.052
C -1.981 -1.281 0.993 0.554
O -1.861 -0.895 2.145 -0.798
C -4.172 -2.092 1.556 -1.380
H -5.084 -1.560 1.282 0.407
H -4.389 -3.151 1.703 0.400
H -3.781 -1.675 2.484 0.331
H -5.323 -3.098 -0.331 0.425
H -5.759 -3.861 -2.586 0.394
H -4.056 -3.561 -4.359 0.403
H -1.935 -2.505 -3.833 0.374
H 0.716 -0.190 0.998 0.769
H 2.362 0.756 0.312 -0.142
H 4.425 1.068 -1.729 0.470
H 4.881 0.627 -0.069 0.272
H 3.747 3.798 1.532 0.316
C 2.175 1.658 2.879 -1.271
H 2.790 0.749 2.910 0.374
C 2.577 2.534 4.075 0.025
C 2.367 1.777 5.380 -1.434
H 1.323 1.494 5.493 0.327
H 2.650 2.395 6.230 0.410
H 2.970 0.871 5.399 0.345
H 1.985 3.449 4.090 0.157
H 3.627 2.819 3.987 0.330
H 1.131 1.356 2.999 0.384
H 0.296 2.402 1.163 0.528
H 1.357 3.178 -0.007 0.345
H 1.871 4.939 1.797 0.226
H 0.312 5.380 -0.090 0.374
H -1.006 4.637 0.818 0.326
```

The molar mass comes out at 396.535 g mol⁻¹. The gap between HOMO and LUMO is 0.3105 Eh. The energy relative to the best compared isomer or geometry (same formula, charge and spin) comes out at 0.946 eV. The calculation puts the total energy at -34427.504 eV.

Here is one molecule with the formula C23H32N4O2S from the Open Molecules 2025 dataset. Energies are from ωB97M-V/def2-TZVPD.

Structure (XYZ):
```
62
Properties=species:S:1:pos:R:3:mulliken_charge:R:1
C -1.043 1.411 4.741 -1.418
C -0.739 0.726 3.415 -0.419
H -0.152 -0.176 3.585 0.368
H -1.667 0.425 2.929 0.379
C 0.035 1.654 2.480 -0.571
C 0.345 1.004 1.163 0.715
N 0.027 -0.241 1.025 -0.434
C 0.307 -0.845 -0.151 -0.444
C 0.917 -0.177 -1.198 0.051
C 1.277 1.205 -1.082 0.660
O 1.802 1.899 -1.929 -0.728
N 0.954 1.740 0.188 0.270
C 1.272 3.147 0.341 -1.526
H 1.489 3.385 1.380 0.202
H 2.164 3.336 -0.260 0.489
C 0.138 4.044 -0.191 -0.572
N 0.582 5.423 -0.182 0.357
C -0.379 6.358 0.378 -0.457
C 0.245 7.721 0.658 -1.426
H 1.174 7.596 1.207 0.341
H -0.439 8.317 1.257 0.435
H 0.450 8.261 -0.261 0.289
H -1.269 6.485 -0.261 0.373
H -0.714 5.934 1.330 0.445
C 1.198 5.827 -1.435 -0.732
C 0.236 6.147 -2.584 -1.099
H -0.436 5.311 -2.770 0.286
H -0.360 7.030 -2.368 0.266
H 0.806 6.331 -3.490 0.425
H 1.826 6.699 -1.234 0.488
H 1.856 5.012 -1.744 0.292
H -0.747 3.928 0.441 0.462
H -0.127 3.697 -1.198 0.212
S 1.171 -1.159 -2.612 -0.321
C 0.443 -2.516 -1.791 -0.098
N 0.307 -3.701 -2.351 -0.627
C -0.262 -4.658 -1.637 0.500
C -0.707 -4.469 -0.318 1.391
C -0.558 -3.225 0.269 -0.960
C 0.026 -2.207 -0.479 0.557
H -0.879 -3.033 1.281 0.636
C -1.291 -5.621 0.454 -1.260
O -1.536 -6.778 -0.305 -0.443
C -0.524 -7.113 -1.252 1.604
C -1.000 -8.411 -1.904 -1.849
H -2.010 -8.281 -2.282 0.416
H -1.010 -9.211 -1.169 0.414
H -0.342 -8.685 -2.724 0.370
C 0.840 -7.329 -0.585 -1.643
H 0.733 -7.999 0.265 0.389
H 1.526 -7.777 -1.298 0.422
H 1.266 -6.389 -0.244 0.375
C -0.433 -5.990 -2.297 -0.909
H 0.389 -6.157 -2.992 0.354
H -1.362 -5.968 -2.875 0.345
H -2.264 -5.339 0.871 0.484
H -0.620 -5.851 1.300 0.270
H 0.974 1.944 2.961 0.340
H -0.545 2.564 2.310 0.184
H -1.593 0.740 5.396 0.397
H -1.644 2.304 4.585 0.337
H -0.123 1.701 5.244 0.347
```

The molar mass comes out at 428.602 g mol⁻¹. The gap between HOMO and LUMO is 0.3073 Eh. The energy relative to the best compared isomer or geometry (same formula, charge and spin) comes out at 0.106 eV. The calculation puts the total energy at -45262.651 eV.

Here is one molecule with the formula C23H32N4O3 from the Open Molecules 2025 dataset. Energies are from ωB97M-V/def2-TZVPD.

Structure (XYZ):
```
62
Properties=species:S:1:pos:R:3:mulliken_charge:R:1
C 1.374 3.776 -4.482 -0.754
H 0.474 3.744 -3.860 0.250
O 2.106 2.579 -4.389 -0.458
C 2.560 2.195 -3.162 0.368
C 2.403 2.916 -1.989 -0.894
C 2.914 2.399 -0.809 -0.467
C 3.565 1.180 -0.753 0.765
C 3.747 0.472 -1.954 0.804
C 3.250 0.983 -3.139 -0.314
H 3.367 0.469 -4.078 0.490
O 4.441 -0.704 -1.872 -0.405
C 4.693 -1.420 -3.055 -1.039
H 5.273 -2.291 -2.754 0.255
H 5.274 -0.828 -3.769 0.378
H 3.763 -1.752 -3.530 0.375
C 4.016 0.604 0.570 -1.982
N 3.017 -0.191 1.274 0.163
C 1.866 0.592 1.698 -0.486
C 0.716 -0.325 2.087 -0.966
H 1.066 -1.071 2.801 0.401
H -0.074 0.260 2.562 0.621
C 0.168 -1.013 0.822 -0.422
N -0.793 -0.147 0.169 0.869
C -2.094 0.040 0.510 0.362
C -2.602 1.012 -0.329 -0.870
C -1.514 1.364 -1.136 -0.554
N -0.438 0.673 -0.825 -1.017
H -1.478 2.089 -1.924 0.456
H -3.600 1.392 -0.343 0.517
N -2.686 -0.672 1.543 0.192
C -4.004 -0.601 1.906 0.203
O -4.811 0.107 1.355 -0.668
C -4.316 -1.520 3.084 0.386
H -3.679 -1.207 3.917 0.398
C -5.799 -1.450 3.489 -0.931
H -6.302 -0.656 2.938 0.341
C -6.380 -2.827 3.167 -0.633
C -5.196 -3.767 3.365 -0.798
H -5.347 -4.744 2.907 0.382
C -4.042 -2.998 2.727 -0.834
H -3.071 -3.342 3.085 0.411
H -4.076 -3.129 1.643 0.354
H -5.007 -3.909 4.431 0.311
H -7.228 -3.077 3.802 0.373
H -6.706 -2.861 2.126 0.269
H -5.890 -1.240 4.555 0.329
H -2.087 -1.300 2.058 0.064
C 1.319 -1.340 -0.141 -0.617
C 2.642 -1.435 0.621 -1.174
H 2.563 -2.214 1.390 0.358
H 3.438 -1.725 -0.062 0.524
H 1.383 -0.539 -0.878 0.232
H 1.120 -2.275 -0.666 0.479
H -0.355 -1.937 1.102 0.478
H 2.175 1.204 2.554 0.409
H 1.505 1.265 0.905 0.261
H 4.296 1.421 1.243 0.528
H 4.888 -0.034 0.415 0.526
H 2.813 2.980 0.096 0.415
H 1.895 3.866 -1.972 0.397
H 1.086 3.866 -5.529 0.257
H 1.980 4.642 -4.199 0.330
```

The molar mass comes out at 412.534 g mol⁻¹. The gap between HOMO and LUMO is 0.3085 Eh. The energy relative to the best compared isomer or geometry (same formula, charge and spin) comes out at 3.376 eV. The calculation puts the total energy at -36472.765 eV.